Entry A
# C7H7N3

C7H7N3 in the gas phase (ωB97M-V/def2-TZVPD, the Open Molecules 2025 dataset).

As for the net charge: 0. Its structure (SMILES) is Cc1ccc2[nH]nnc2c1. As for the HOMO-LUMO gap: 9.44 eV.

Positions of all 17 atoms, in Å:
C (3.27293, -0.58020, -0.10754)
C (1.83482, -0.14428, 0.02451)
C (1.45671, 1.24054, 0.03366)
C (0.13205, 1.70789, -0.00099)
C (-0.84331, 0.65246, 0.02379)
N (-2.24846, 0.70649, -0.01710)
N (-2.77845, -0.53579, -0.12102)
N (-1.78114, -1.39661, 0.02337)
C (-0.55041, -0.68897, 0.09186)
C (0.82581, -1.09274, 0.09902)
H (3.73391, -0.57246, 0.88653)
H (3.20504, -1.62951, -0.52672)
H (3.76730, 0.10520, -0.75475)
H (2.24808, 2.01054, 0.11598)
H (-0.16207, 2.76512, -0.02241)
H (-2.94098, 1.48630, 0.00396)
H (1.03346, -2.15203, 0.11478)

=====

Entry B
# C7H7N3

C7H7N3 in the gas phase (ωB97M-V/def2-TZVPD, the Open Molecules 2025 dataset).

As for the net charge: 0. As for the HOMO-LUMO gap (alpha / beta): 7.46 / 6.88 eV.

Positions of all 17 atoms, in Å:
C (-1.70375, 0.08001, -0.08598)
C (1.49270, -1.44650, -0.67877)
C (-0.25694, 0.20772, -0.74803)
C (-1.86096, -1.16828, 0.40992)
C (2.24791, -0.34933, -0.26099)
C (0.14587, -1.16954, -0.38429)
C (-0.16061, 1.84828, 0.91432)
N (-0.73842, -1.93109, 0.21691)
N (1.73942, 0.70634, 0.35148)
N (0.50610, 1.04160, 0.03696)
H (-2.40966, 0.91655, 0.04377)
H (1.79345, -2.16025, -1.32419)
H (-0.31886, 0.35335, -1.83439)
H (-2.81365, -1.57309, 0.83120)
H (3.30432, -0.54585, -0.19161)
H (-0.88327, 2.43862, 0.41522)
H (0.26755, 2.04339, 1.91480)

=====

Which structure is the least stable? The one labeled entry B.

=====

Entry A
# CH3NO2S

2 unconnected molecules or ions with the total composition CH3NO2S (ωB97M-V/def2-TZVPD, the Open Molecules 2025 dataset).

As for the multiplicity: 3. As for the net charge: 0. As for the HOMO-LUMO gap (alpha / beta): 5.26 / 8.03 eV.

Positions of all 8 atoms, in Å:
C (4.13937, 0.22357, -0.64180)
N (-1.82134, 1.02919, 0.81304)
O (3.22386, 0.74989, -1.00488)
O (0.58166, 1.22969, 1.14984)
S (-0.39514, 0.34619, 0.22601)
H (0.59157, 2.06077, 0.74938)
H (-2.58325, 0.58246, 1.32599)
H (-2.25129, 1.72573, 0.19705)

=====

Entry B
# CH3NO2S

CH3NO2S in the gas phase (ωB97M-V/def2-TZVPD, the Open Molecules 2025 dataset).

As for the multiplicity: 3. As for the net charge: 0. As for the HOMO-LUMO gap (alpha / beta): 8.52 / 8.55 eV.

Positions of all 8 atoms, in Å:
C (0.10791, -0.07124, 0.02112)
N (1.66823, -0.54770, 0.01396)
O (1.73208, -1.80555, 0.02197)
O (3.56078, 1.40362, 0.02825)
S (3.40201, -0.04104, -0.01299)
H (-0.11100, 0.30199, 1.01042)
H (-0.39129, -1.01344, -0.18439)
H (-0.03611, 0.65909, -0.76033)

=====

Which structure is the least stable? The one labeled entry A.